This record from the OMol25 dataset describes a cluster of 9 separate species, C26H39BrCl24N2O2S in total in a non-equilibrium geometry. The level of theory is wB97M-V/def2-TZVPD.

Highest occupied orbital energy = -8.39 eV
Spin multiplicity = 1
Molecular weight = 1374.5 g/mol
Net charge = 0
SMILES string = CCC[C@H](CCCCO)O[C@](CNS)(C[C@@H](C)Br)c1ccccn1.ClC(Cl)Cl.ClC(Cl)Cl.ClC(Cl)Cl.ClC(Cl)Cl.ClC(Cl)Cl.ClC(Cl)Cl.ClC(Cl)Cl.ClC(Cl)Cl

Last column: Löwdin charge in e.
Geometry (Å):
1 C 1.1598 -4.0930 2.5379  -0.1250
2 C -0.3927 -3.9132 2.0961  -0.2292
3 C -0.6276 -4.0070 0.5160  -0.1806
4 C -0.4070 -2.5883 -0.2626  -0.2899
5 C 1.1720 -2.5889 -0.6814  -0.1200
6 C 1.7787 -1.1229 -0.8961  -0.1984
7 C 3.3705 -1.0865 -0.5495  -0.1591
8 C 3.6328 -0.7633 1.0162  -0.2584
9 O 3.0196 0.4705 1.4609  -0.1081
10 O -0.7778 -1.4792 0.5689  -0.1169
11 C -1.9292 -0.7438 0.0846  -0.3494
12 C -1.7248 -0.0604 -1.3438  -0.2407
13 N -0.8419 1.1766 -1.2945  -0.4082
14 S -1.2551 2.2813 -2.6098  0.6451
15 C -2.2119 0.3683 1.2408  -0.1398
16 C -3.7395 0.7878 1.3944  -0.6632
17 C -3.7731 1.8845 2.5999  -0.1864
18 Br -4.5416 1.6932 -0.1871  0.6540
19 C -3.1701 -1.8015 0.1183  -0.1592
20 C -3.9920 -1.9938 -1.1724  0.0087
21 C -5.2080 -2.9885 -1.1033  -0.1338
22 C -5.4589 -3.6748 0.2740  -0.2025
23 C -4.4684 -3.3384 1.4122  -0.1208
24 N -3.3591 -2.4508 1.3771  0.0991
25 H 1.2891 -4.2744 3.6552  0.0697
26 H 1.7808 -3.1602 2.2736  0.0453
27 H 1.6678 -4.9592 1.9627  0.0817
28 H -0.9300 -4.8310 2.5553  0.1080
29 H -0.8645 -3.0038 2.5996  0.0971
30 H -1.6588 -4.4645 0.2802  0.0467
31 H 0.1400 -4.7456 0.0793  0.0898
32 H -0.9748 -2.6962 -1.2435  0.1376
33 H 1.8052 -3.2499 0.0093  0.0985
34 H 1.2141 -3.1094 -1.7147  0.1279
35 H 1.3118 -0.3036 -0.2560  0.0902
36 H 1.6133 -0.8111 -1.9952  0.0841
37 H 3.8811 -2.0715 -0.8407  0.1139
38 H 3.7905 -0.1792 -1.1250  0.1051
39 H 4.7703 -0.6639 1.1970  0.0718
40 H 3.2633 -1.6112 1.6912  0.0991
41 H 2.1258 0.2823 1.8322  0.0928
42 H -1.2122 -0.7514 -2.1208  0.1328
43 H -2.6928 0.2822 -1.8504  0.0402
44 H 0.1386 0.9326 -1.4927  -0.0040
45 H -2.6171 2.2207 -2.8582  -0.1430
46 H -1.9207 -0.1698 2.2234  0.1386
47 H -1.5242 1.2717 1.1659  0.1213
48 H -4.4426 -0.0427 1.7456  0.0987
49 H -3.4465 1.4299 3.5929  0.0907
50 H -3.0413 2.7171 2.2738  0.0712
51 H -4.7980 2.3958 2.6475  -0.0124
52 H -3.8384 -1.4740 -2.1666  0.0982
53 H -5.8672 -3.1432 -2.0150  0.1001
54 H -6.3380 -4.3822 0.4265  0.0947
55 H -4.6554 -3.8785 2.4123  0.1140
56 C 7.5636 -2.1663 1.8699  -1.5676
57 Cl 6.2627 -3.2530 2.3784  0.5324
58 Cl 9.1167 -3.0127 1.8713  0.5005
59 Cl 7.2224 -1.4950 0.2683  0.5418
60 H 7.6205 -1.3447 2.5805  -0.0399
61 C 2.1685 2.5254 -4.9944  -1.5145
62 Cl 3.5125 2.1068 -6.0663  0.5391
63 Cl 2.2999 1.6521 -3.4620  0.5363
64 Cl 2.1206 4.2712 -4.7122  0.5432
65 H 1.2392 2.2307 -5.4781  0.0179
66 C 10.8906 -0.0806 4.4716  -1.5180
67 Cl 10.0271 -0.5852 5.9309  0.5268
68 Cl 12.3400 -1.0665 4.2341  0.5265
69 Cl 9.8321 -0.1814 3.0570  0.5397
70 H 11.1977 0.9557 4.5964  0.0162
71 C -6.3352 4.9862 1.5280  -1.5096
72 Cl -4.8417 5.1705 2.4565  0.5565
73 Cl -7.0970 3.4213 1.8636  0.5267
74 Cl -7.4546 6.3076 1.8901  0.5336
75 H -6.0877 5.0267 0.4690  0.0178
76 C -10.8392 4.5596 3.2597  -1.5551
77 Cl -10.8253 5.5982 4.6926  0.5141
78 Cl -11.4671 2.9548 3.6614  0.5147
79 Cl -11.7976 5.2962 1.9668  0.5126
80 H -9.8153 4.4485 2.9068  -0.0390
81 C 4.6581 5.9311 -6.8647  -1.5523
82 Cl 4.0755 6.4579 -8.4507  0.5196
83 Cl 6.1887 5.0574 -7.0231  0.5113
84 Cl 4.8419 7.3146 -5.7776  0.5001
85 H 3.9210 5.2548 -6.4366  -0.0654
86 C 6.3483 6.2564 -1.9227  -1.5359
87 Cl 7.2178 6.9372 -3.3048  0.5003
88 Cl 5.8039 7.5416 -0.8350  0.5187
89 Cl 4.9757 5.2838 -2.4702  0.5016
90 H 7.0302 5.6097 -1.3743  0.0150
91 C -3.2561 -6.7893 -1.5967  -1.4721
92 Cl -4.0803 -5.3416 -0.9791  0.6924
93 Cl -3.7711 -7.1371 -3.2547  0.5218
94 Cl -1.4993 -6.5917 -1.5226  0.5565
95 H -3.5313 -7.6351 -0.9691  0.0178


This record from the OMol25 dataset describes a structure of composition C27H22IrN6O9. The level of theory is wB97M-V/def2-TZVPD.

Highest occupied orbital energy (alpha / beta) = -11.83 / -12.26 eV
Energy relative to the best compared isomer or geometry (same formula, charge and spin) = 4.1 kcal per mole
Spin multiplicity = 5
Molecular weight = 766.7 g/mol
Net charge = +1

Last column: Löwdin spin population.
Geometry (Å):
1 Ir -0.1255 0.1452 -0.0822  2.9066
2 O -1.9969 1.2393 -0.9408  0.1189
3 C -3.1865 0.9852 -0.7378  0.0096
4 C -3.7040 -0.0281 0.1510  0.0172
5 C -5.0803 -0.0226 0.4099  -0.0039
6 C -5.5966 -0.9224 1.3036  0.0139
7 C -4.7870 -1.8512 1.9570  -0.0021
8 C -3.4364 -1.8813 1.6993  0.0195
9 C -2.8692 -0.9776 0.7917  0.0185
10 O -1.5784 -1.0842 0.5290  0.2768
11 N -7.0428 -0.9053 1.5808  0.0013
12 O -7.4618 -1.7151 2.3787  0.0019
13 O -7.7091 -0.0792 0.9943  0.0029
14 H -3.9318 1.6059 -1.2542  0.0054
15 H -5.7337 0.6895 -0.0767  -0.0001
16 H -5.2416 -2.5392 2.6556  -0.0002
17 H -2.7923 -2.5997 2.1868  0.0006
18 O 5.9605 -4.5306 -1.1602  0.0001
19 N 4.7523 -4.6080 -1.1516  0.0003
20 O 4.1037 -5.5920 -1.4575  -0.0001
21 C 4.0006 -3.4295 -0.6753  0.0000
22 C 4.6218 -2.6496 0.2324  0.0007
23 C 3.9460 -1.5256 0.8096  0.0027
24 C 4.5241 -0.6973 1.7923  0.0054
25 C 3.7918 0.3407 2.3113  0.0031
26 C 2.4889 0.5580 1.8432  0.0164
27 N 1.9426 -0.2001 0.9115  0.1185
28 C 2.6491 -1.2357 0.3985  0.0108
29 C 2.0152 -2.0538 -0.6161  0.0091
30 N 0.7708 -1.6907 -0.9953  0.1032
31 C 0.1158 -2.4065 -1.8861  0.0114
32 C 0.6917 -3.5287 -2.4868  0.0039
33 C 1.9635 -3.9066 -2.1329  0.0008
34 C 2.6623 -3.1701 -1.1522  0.0029
35 H 5.6316 -2.8891 0.5362  0.0002
36 H 5.5332 -0.8936 2.1318  0.0003
37 H 4.1930 0.9892 3.0764  0.0006
38 H 1.8654 1.3410 2.2608  0.0013
39 H -0.8850 -2.0782 -2.1363  0.0013
40 H 0.1341 -4.0813 -3.2286  0.0007
41 H 2.4226 -4.7667 -2.5936  0.0000
42 C -1.2935 4.6250 -2.0104  0.0002
43 C 0.0569 4.2891 -2.6305  0.0018
44 C 1.1141 3.8076 -1.6085  0.0044
45 C 2.4890 3.6570 -2.2884  0.0012
46 C 3.5581 3.0958 -1.3576  0.0001
47 C 1.2217 4.8480 -0.5034  0.0010
48 O 1.6303 5.9604 -0.7134  0.0015
49 N 0.8201 4.4690 0.7674  0.0060
50 C 0.4562 3.2014 1.1849  0.0145
51 O 0.2478 2.9459 2.3480  0.0011
52 N 0.3981 2.2363 0.1964  0.1119
53 C 0.6927 2.4712 -1.0772  0.0278
54 O 0.6135 1.4670 -1.8158  0.1461
55 H -2.0137 4.8781 -2.7873  0.0000
56 H -1.2246 5.4832 -1.3403  0.0000
57 H -1.6972 3.7789 -1.4481  0.0001
58 H 0.4777 5.1624 -3.1299  0.0002
59 H -0.0492 3.4999 -3.3764  0.0003
60 H 2.7758 4.6466 -2.6431  0.0001
61 H 2.3603 3.0121 -3.1584  0.0004
62 H 3.6850 3.7243 -0.4728  0.0000
63 H 4.5226 3.0484 -1.8612  0.0000
64 H 3.3104 2.0815 -1.0282  0.0001
65 H 0.8823 5.1752 1.4892  0.0008


This record from the OMol25 dataset describes the molecule C4H8N2O2 in a non-equilibrium geometry. The level of theory is wB97M-V/def2-TZVPD.

Highest occupied orbital energy = -7.59 eV
Energy relative to the best compared isomer or geometry (same formula, charge and spin) = 114.7 kcal per mole
Spin multiplicity = 1
Molecular weight = 116.1 g/mol
Net charge = 0
SMILES string = C[C@@H](NN)C(O)=C=O

Last column: Löwdin charge in e.
Geometry (Å):
1 C -1.0672 0.6600 1.5461  -0.0608
2 N 0.9625 -0.4164 0.4908  -0.0922
3 C -0.1917 -1.1884 -1.0428  -0.2363
4 C -0.8017 -0.0125 -0.8949  -0.3224
5 N 2.2047 -0.0690 -0.0978  0.0120
6 C -0.2191 0.6902 0.2955  -0.2222
7 O -1.5576 0.7357 -1.7685  0.0385
8 O 0.0967 -2.2440 -1.5317  0.0754
9 H -1.6276 0.2615 -2.6052  0.1091
10 H 0.9063 -1.2487 1.0757  0.1433
11 H 2.1352 -0.0181 -1.1140  0.0821
12 H 2.8872 -0.8042 0.0753  0.0827
13 H 0.1339 1.6917 0.0266  0.1461
14 H -1.3792 -0.3542 1.7918  0.0818
15 H -0.5137 1.0701 2.3894  0.0766
16 H -1.9686 1.2464 1.3639  0.0862


This record from the OMol25 dataset describes a cluster of 2 separate species, C4H12 in total in a non-equilibrium geometry. The level of theory is wB97M-V/def2-TZVPD.

Highest occupied orbital energy = -11.28 eV
Energy relative to the best compared isomer or geometry (same formula, charge and spin) = 27.4 kcal per mole
Spin multiplicity = 1
Molecular weight = 60.1 g/mol
Net charge = 0
SMILES string = CC.CC

Last column: Löwdin charge in e.
Geometry (Å):
1 C 1.6214 0.7981 0.6583  -0.1418
2 C 1.1635 2.2980 0.7880  -0.1629
3 H 2.6249 0.7661 1.2134  0.0839
4 H 1.0800 0.2691 1.3288  -0.0027
5 H 1.6028 0.4667 -0.4196  0.0811
6 H 0.8501 2.7243 1.7096  0.0419
7 H 1.9141 3.0169 0.5678  0.0414
8 H 0.2497 2.3395 0.1764  0.0606
9 C -1.7881 -1.2859 -0.1960  -0.2158
10 C -0.9011 -1.8759 -1.2603  -0.2088
11 H -2.0732 -0.2143 -0.4128  0.0753
12 H -2.7118 -1.9969 -0.1591  0.0868
13 H -1.3095 -1.3166 0.8317  0.0646
14 H -1.7001 -2.1782 -2.0466  0.0882
15 H -0.3342 -1.0752 -1.7587  0.0509
16 H -0.2884 -2.7359 -1.0209  0.0573